No. 1
This record from the OMol25 dataset describes C6H20BrN4O7P2S2 as an isolated structure in a non-equilibrium geometry. The level of theory is ωB97M-V with the def2-TZVPD basis set.

The value obtained for the LUMO energy is 0.0959 Eh. As for the HOMO energy: -5.66 eV. The HOMO-LUMO gap comes out at 8.27 eV.

The geometry in ORCA input format:
```
! RIJCOSX wB97M-V def2-TZVPD def2/J DEFGRID3
* xyz -1 1
O 3.85 3.42 -1.22
S 3.32 4.29 -2.23
O 4.30 4.85 -3.12
Br 2.52 6.07 -1.09
N 2.17 3.65 -3.12
S 0.78 3.24 -2.40
O 0.91 2.75 -1.05
O 0.10 2.35 -3.32
P -0.67 4.92 -2.31
O 0.04 6.17 -3.11
O -0.77 5.31 -0.75
H -0.02 5.95 -4.05
H 0.11 5.29 -0.34
O -0.01 -0.57 2.66
P -0.60 -1.42 1.59
N -0.80 -2.91 2.40
C -0.71 -4.23 1.83
C -1.80 -2.86 3.45
N 0.71 -1.46 0.45
C 1.72 -2.51 0.53
C 1.36 -0.15 0.33
N -1.83 -1.66 0.37
C -1.49 -2.25 -0.92
C -2.65 -0.45 0.16
H -1.60 -4.51 1.24
H -0.60 -4.96 2.63
H 0.17 -4.35 1.20
H -2.82 -2.92 3.05
H -1.71 -1.93 4.02
H -1.66 -3.68 4.16
H 2.11 -2.65 1.55
H 2.56 -2.25 -0.12
H 1.34 -3.46 0.15
H 2.07 0.04 1.14
H 0.63 0.65 0.33
H 1.89 -0.09 -0.63
H -0.86 -1.61 -1.54
H -2.43 -2.43 -1.45
H -1.01 -3.22 -0.80
H -2.10 0.35 -0.34
H -3.01 -0.07 1.12
H -3.54 -0.69 -0.44
*
```

No. 2
This record from the OMol25 dataset describes a 2-piece molecular cluster, C4H10N2O2 overall in a non-equilibrium geometry. The level of theory is ωB97M-V with the def2-TZVPD basis set.

The energy above the lowest of the compared OMol25 structures with the same formula, charge and spin is 187.8 kJ/mol. The value obtained for the LUMO energy is 0.0298 Eh. As for the SMILES: CC(=O)O.N/C=C/N. As for the HOMO energy: -8.71 eV. The HOMO-LUMO gap comes out at 9.52 eV.

The geometry in ORCA input format:
```
! RIJCOSX wB97M-V def2-TZVPD def2/J DEFGRID3
* xyz 0 1
O -0.61 1.70 0.56
C -1.22 1.83 -0.47
O -0.78 1.30 -1.62
C -2.53 2.54 -0.63
H -0.01 0.75 -1.41
H -3.23 1.82 -1.06
H -2.38 3.36 -1.33
H -2.86 2.96 0.32
C 1.29 -1.97 -0.05
C 1.51 -1.22 1.02
N 1.86 0.15 1.06
N 0.88 -3.33 0.14
H 1.49 -1.68 -1.07
H 1.40 -1.70 2.00
H 2.51 0.38 1.78
H 1.01 0.70 1.18
H 1.62 -3.99 -0.02
H 0.06 -3.59 -0.39
*
```

No. 3
This record from the OMol25 dataset describes C18H40N5P3STc as an isolated structure in a non-equilibrium geometry. The level of theory is ωB97M-V with the def2-TZVPD basis set.

The energy above the lowest of the compared OMol25 structures with the same formula, charge and spin is 0.0 kJ/mol. The value obtained for the LUMO energy (alpha / beta) is -0.5332 / -0.5437 Eh. As for the HOMO energy (alpha / beta): -20.13 / -20.09 eV. The HOMO-LUMO gap (alpha / beta) comes out at 5.62 / 5.30 eV. Its expectation value of S² is 3.814.

The geometry in ORCA input format:
```
! RIJCOSX wB97M-V def2-TZVPD def2/J DEFGRID3
* xyz 4 4
Tc 0.12 0.74 0.44
P 2.39 0.48 0.70
P 0.64 2.92 -0.78
P -0.39 -1.25 1.50
H -0.60 1.15 -2.34
C -0.80 0.51 -1.47
C -1.84 0.95 -0.55
H -2.20 1.98 -0.64
C 3.26 -0.31 -0.69
C 3.38 1.99 1.03
C 3.02 -0.48 2.13
C -0.70 3.70 -1.76
C 1.13 4.37 0.22
C 1.92 2.80 -2.10
C -2.15 -1.74 1.43
C -0.11 -1.29 3.32
C 0.58 -2.71 0.94
H -0.67 -0.55 -1.69
H -2.64 0.24 -0.26
H 4.32 -0.42 -0.41
H 3.17 0.31 -1.59
H 2.82 -1.29 -0.87
H 4.40 1.67 1.28
H 2.93 2.50 1.89
H 3.41 2.67 0.17
H 4.12 -0.40 2.11
H 2.74 -1.54 2.07
H 2.66 -0.05 3.07
H -0.23 4.41 -2.46
H -1.36 4.24 -1.08
H -1.28 2.97 -2.32
H 1.75 5.04 -0.38
H 1.67 4.06 1.13
H 0.21 4.89 0.52
H 1.84 3.72 -2.70
H 1.71 1.94 -2.74
H 2.94 2.72 -1.70
H -2.29 -2.73 1.89
H -2.52 -1.79 0.40
H -2.74 -1.00 1.98
H -0.34 -2.29 3.70
H -0.77 -0.56 3.80
H 0.93 -1.04 3.56
H 0.02 -3.63 1.17
H 1.55 -2.75 1.43
H 0.74 -2.67 -0.15
C -2.33 -4.04 -2.76
C -1.63 -5.11 -3.36
C -2.26 -5.93 -4.29
C -3.59 -5.69 -4.66
C -4.30 -4.64 -4.06
C -3.67 -3.82 -3.11
S -1.52 -3.12 -1.52
H -1.63 -1.80 -1.93
H -0.60 -5.29 -3.05
H -1.72 -6.77 -4.72
H -4.07 -6.32 -5.41
H -5.34 -4.47 -4.31
H -4.22 -3.02 -2.61
N 1.00 4.16 4.52
N 0.37 3.10 3.88
N -1.00 3.10 3.87
C -1.24 2.33 2.82
N -0.12 1.94 2.15
N 0.93 2.55 2.80
H 1.97 3.91 4.72
H 0.47 4.42 5.33
H -2.25 2.06 2.50
*
```

No. 4
This record from the OMol25 dataset describes C32H37BrClN10O6PPbSbSe4 as an isolated structure in a non-equilibrium geometry. The level of theory is ωB97M-V with the def2-TZVPD basis set.

The value obtained for the LUMO energy is 0.0393 Eh. As for the HOMO energy: -4.50 eV. The HOMO-LUMO gap comes out at 5.57 eV.

The geometry in ORCA input format:
```
! RIJCOSX wB97M-V def2-TZVPD def2/J DEFGRID3
* xyz -1 1
Pb 0.07 0.54 0.08
C -4.03 -1.25 -3.99
N -3.27 -0.35 -3.14
C -3.47 1.00 -3.00
C -2.52 1.43 -2.13
N -1.73 0.39 -1.76
C -2.20 -0.68 -2.37
P -1.61 -2.38 -2.10
C -1.71 -2.42 -0.28
N -0.85 -1.92 0.60
C -1.34 -2.23 1.84
C -2.50 -2.93 1.71
N -2.72 -3.05 0.37
C -3.94 -3.55 -0.24
C 0.17 -2.04 -2.33
N 0.95 -1.37 -1.51
C 2.20 -1.35 -2.07
C 2.17 -2.02 -3.25
N 0.88 -2.47 -3.41
C 0.36 -3.11 -4.60
H -4.72 -0.67 -4.58
H -3.37 -1.80 -4.66
H -4.59 -1.97 -3.39
H -4.27 1.51 -3.50
H -2.35 2.43 -1.75
H -0.81 -1.92 2.73
H -3.19 -3.32 2.44
H -4.44 -4.22 0.45
H -4.60 -2.71 -0.46
H -3.71 -4.09 -1.16
H 3.02 -0.87 -1.56
H 2.94 -2.21 -3.99
H 1.10 -3.82 -4.99
H -0.55 -3.64 -4.37
H 0.16 -2.36 -5.37
Cl -2.35 8.20 0.82
C -1.67 6.67 0.29
C -1.88 6.24 -1.02
C -1.35 5.05 -1.45
C -0.58 4.22 -0.59
O -0.16 3.08 -1.01
C -0.35 4.70 0.73
C 0.48 4.02 1.71
O 1.09 2.97 1.59
C -0.90 5.92 1.14
H -2.48 6.85 -1.69
H -1.49 4.72 -2.47
H 0.55 4.56 2.68
H -0.72 6.27 2.15
N 3.62 1.28 0.55
C 3.93 0.83 1.91
C 5.37 0.38 2.01
C 5.74 -0.60 0.93
C 5.70 -2.00 1.46
N 4.31 -2.36 1.78
C 3.40 -2.65 0.87
N 3.74 -3.10 -0.34
N 2.10 -2.63 1.23
C 2.96 -0.28 2.39
O 3.35 -0.98 3.35
O 1.86 -0.42 1.79
H 4.15 2.12 0.35
H 2.65 1.57 0.55
H 3.81 1.64 2.64
H 5.52 -0.06 3.00
H 6.02 1.26 1.97
H 6.74 -0.40 0.54
H 5.07 -0.48 0.07
H 6.26 -2.08 2.39
H 6.15 -2.70 0.75
H 3.95 -1.89 2.61
H 4.65 -2.87 -0.70
H 3.02 -3.09 -1.05
H 1.86 -1.92 1.92
H 1.42 -2.65 0.49
Br -6.32 -1.06 1.69
C -5.09 -0.31 2.94
C -5.52 -0.35 4.26
C -4.72 0.15 5.27
C -3.49 0.70 4.96
C -3.07 0.74 3.64
C -3.85 0.23 2.59
C -3.23 0.27 1.18
O -3.76 -0.38 0.28
O -2.18 0.98 1.10
H -6.50 -0.77 4.49
H -5.06 0.11 6.30
H -2.84 1.09 5.74
H -2.12 1.17 3.36
Se 5.61 -0.39 -3.27
Sb 4.16 1.58 -3.30
Se 0.69 1.27 -4.27
Se 4.76 2.90 -5.19
Se 1.45 2.07 -2.34
*
```

No. 5
This record from the OMol25 dataset describes C25H29N7O2S in the gas phase in a non-equilibrium geometry. The level of theory is ωB97M-V with the def2-TZVPD basis set.

The energy above the lowest of the compared OMol25 structures with the same formula, charge and spin is 5.9 kJ/mol. The value obtained for the LUMO energy is 0.0038 Eh. As for the SMILES: COCCn1c(SCC(=O)Nc2cc(C(C)(C)C)nn2-c2ccccc2)nnc1-c1ccncc1. As for the HOMO energy: -8.30 eV. The HOMO-LUMO gap comes out at 8.40 eV.

The geometry in ORCA input format:
```
! RIJCOSX wB97M-V def2-TZVPD def2/J DEFGRID3
* xyz 0 1
C 3.17 -3.46 -3.31
H 3.24 -4.06 -2.40
O 1.83 -3.27 -3.69
C 1.07 -2.61 -2.72
C -0.39 -2.58 -3.21
N -1.18 -1.64 -2.47
C -1.73 -1.87 -1.24
N -2.41 -0.83 -0.84
N -2.34 0.09 -1.80
C -1.60 -0.37 -2.77
C -1.30 0.42 -3.95
C -0.12 0.33 -4.68
C 0.05 1.18 -5.77
N -0.84 2.07 -6.15
C -1.96 2.17 -5.45
C -2.24 1.38 -4.35
H -3.16 1.48 -3.79
H -2.66 2.92 -5.79
H 0.95 1.14 -6.36
H 0.67 -0.35 -4.41
S -1.55 -3.36 -0.37
C -2.58 -2.96 1.09
C -1.74 -2.25 2.14
O -1.31 -2.82 3.12
N -1.52 -0.94 1.85
C -0.61 -0.14 2.53
C 0.10 -0.36 3.68
C 0.96 0.76 3.80
N 0.78 1.58 2.78
N -0.18 1.04 2.01
C -0.61 1.72 0.85
C 0.35 2.20 -0.03
C -0.05 2.89 -1.16
C -1.40 3.10 -1.41
C -2.35 2.63 -0.52
C -1.96 1.94 0.61
H -2.70 1.59 1.32
H -3.40 2.80 -0.70
H -1.71 3.64 -2.29
H 0.69 3.26 -1.86
H 1.39 2.04 0.19
C 1.94 1.03 4.89
C 2.69 2.33 4.61
H 1.98 3.16 4.54
H 3.23 2.26 3.67
H 3.39 2.54 5.41
C 2.94 -0.13 4.97
H 3.66 0.05 5.77
H 2.42 -1.07 5.18
H 3.48 -0.23 4.03
C 1.18 1.14 6.22
H 0.46 1.96 6.17
H 0.64 0.22 6.44
H 1.87 1.34 7.04
H 0.01 -1.20 4.33
H -1.92 -0.57 0.98
H -3.42 -2.37 0.74
H -2.90 -3.93 1.49
H -0.40 -2.31 -4.27
H -0.82 -3.58 -3.10
H 1.12 -3.13 -1.75
H 1.43 -1.58 -2.57
H 3.67 -2.50 -3.13
H 3.66 -3.98 -4.13
*
```

No. 6
This record from the OMol25 dataset describes C21H17NO4S2 in the gas phase in a non-equilibrium geometry. The level of theory is ωB97M-V with the def2-TZVPD basis set.

The energy above the lowest of the compared OMol25 structures with the same formula, charge and spin is 105.3 kJ/mol. The value obtained for the LUMO energy is 0.0028 Eh. As for the SMILES: C[C@H](C1S(=O)(=O)c2ccccc2S1(=O)=O)n1c2ccccc2c2ccccc21. As for the HOMO energy: -7.93 eV. The HOMO-LUMO gap comes out at 8.01 eV.

The geometry in ORCA input format:
```
! RIJCOSX wB97M-V def2-TZVPD def2/J DEFGRID3
* xyz 0 1
C -1.02 -1.57 -1.88
C 0.01 -0.93 -0.93
N 0.31 0.45 -1.27
C 1.58 0.93 -1.57
C 2.81 0.27 -1.52
C 3.92 0.99 -1.98
C 3.81 2.32 -2.41
C 2.57 2.98 -2.42
C 1.45 2.27 -2.02
C 0.04 2.58 -2.04
C -0.64 1.41 -1.59
C -2.03 1.36 -1.59
C -2.75 2.46 -2.08
C -2.06 3.62 -2.50
C -0.66 3.70 -2.46
H -0.81 -2.64 -1.96
H -2.06 -1.44 -1.51
H -0.89 -1.15 -2.89
H 0.97 -1.46 -1.00
H 2.87 -0.75 -1.13
H 4.90 0.51 -1.99
H 4.70 2.84 -2.78
H 2.44 4.02 -2.72
H -2.55 0.48 -1.23
H -3.84 2.45 -2.13
H -2.62 4.47 -2.87
H -0.07 4.57 -2.74
C -0.54 -2.22 5.40
C 0.08 -1.30 4.54
C -0.04 -1.43 3.16
C -0.81 -2.48 2.67
C -1.41 -3.42 3.49
C -1.28 -3.29 4.87
S -1.08 -2.58 0.91
O -0.21 -3.60 0.36
O -2.52 -2.60 0.74
C -0.46 -0.95 0.50
S 0.63 -0.29 1.91
O 0.13 1.04 2.24
O 2.05 -0.52 1.78
H -0.46 -2.10 6.48
H 0.65 -0.45 4.93
H -1.97 -4.24 3.03
H -1.78 -4.02 5.52
H -1.34 -0.31 0.63
*
```

These records have E values of -5039.4935, -418.3894, -2484.9944, -15655.2077, -1902.0221, -1962.4998 hartree, in the order they appear.